Below is a molecular structure, C16H19BFeO10, with properties calculated with the ωB97M-V functional and the def2-TZVPD basis.

ORCA input file:
```
! RIJCOSX wB97M-V def2-TZVPD def2/J DEFGRID3
* xyz 2 5
C 1.44664 -1.29058 3.47928
O 2.30605 -0.14856 3.22480
C 2.36283 0.39267 2.00071
C 2.23003 -0.32528 0.74643
C 1.01683 0.17756 -0.01172
C 0.72016 1.62680 0.14867
C 1.57129 2.38997 0.90850
C 2.56476 1.80550 1.78315
Fe 4.00580 0.64998 0.69807
C 4.17773 -0.06812 -0.88480
O 4.49365 -0.58092 -1.87668
C 5.13726 -0.46580 1.38274
O 6.09584 -1.10848 1.53930
C 5.20173 1.92362 0.34642
O 6.06343 2.55079 -0.10709
H 2.09749 -2.09568 3.83614
H 0.77456 -0.97461 4.28222
H 0.86514 -1.60945 2.60086
H 2.31646 -1.41937 0.75530
H 1.03015 -0.09370 -1.07867
H 0.18417 -0.38568 0.44651
H -0.06441 2.05859 -0.45001
H 1.49491 3.48296 0.91530
H 3.04805 2.41400 2.55614
C -0.83116 -3.66329 -1.05143
C -1.16763 -2.30124 -0.50627
O -1.64164 -1.45779 -1.41543
B -2.24666 -0.16722 -0.99098
H -1.32308 0.59944 -0.35677
O -2.73106 0.48193 -2.21241
C -1.98686 1.31700 -2.93176
C -2.71785 1.78153 -4.17172
O -0.84461 1.67478 -2.67006
O -3.40866 -0.49931 -0.16279
C -4.06764 0.46964 0.47667
C -5.40353 -0.01846 1.00175
O -3.68045 1.61546 0.62042
O -0.99415 -2.03784 0.68950
H -0.94736 -3.69112 -2.13568
H 0.19591 -3.91100 -0.76553
H -1.48606 -4.39926 -0.57527
H -3.79182 1.83991 -3.98526
H -2.31864 2.74603 -4.48059
H -2.53227 1.06129 -4.97546
H -5.41779 -1.10499 1.10137
H -5.61098 0.46712 1.95487
H -6.18656 0.29119 0.30123
*
```

Its energy above the lowest of the compared OMol25 structures with the same formula, charge and spin is 0.0 kJ/mol. As for the frontier orbital gap (spin up / spin down): 7.271 / 4.395 eV. The expectation value of S² is 6.0863. The value obtained for the LUMO energy (spin up / spin down) is -8.029 / -10.639 eV.



Below is a molecular structure, C16H19Br3N4O12V, with properties calculated with the ωB97M-V functional and the def2-TZVPD basis.

ORCA input file:
```
! RIJCOSX wB97M-V def2-TZVPD def2/J DEFGRID3
* xyz -1 1
O 2.36108 -28.34417 -7.06749
V 2.74834 -27.70133 -8.43040
O 2.51272 -28.71850 -9.65729
N 6.43997 -25.04643 -10.48074
O 5.46571 -25.75224 -10.38157
O 6.91789 -24.92138 -11.65653
O 6.75840 -24.38455 -9.54089
C 5.02266 -28.40195 -9.84041
C 5.25227 -27.58014 -8.58855
O 4.04031 -27.03827 -8.05617
H 4.62132 -29.41470 -9.80353
H 6.04209 -28.50695 -10.21167
H 4.41908 -27.94614 -10.62528
H 5.92251 -26.81286 -8.97605
H 5.95193 -28.10912 -7.94144
C 4.93458 -28.10883 -5.97584
N 5.57517 -26.77459 -5.78332
O 5.59600 -26.03927 -6.79671
O 6.14633 -26.59639 -4.73390
H 3.96226 -27.81358 -6.37022
H 4.85448 -28.72088 -5.07747
H 5.51595 -28.75474 -6.63379
C 7.58104 -28.22379 -6.45966
C 7.09375 -29.12865 -7.39299
C 7.89942 -29.74820 -8.28080
C 9.29794 -29.35979 -8.32951
C 9.73343 -28.46058 -7.35195
C 8.89531 -27.85200 -6.39257
N 10.27052 -30.07203 -9.18573
O 9.92718 -30.45051 -10.30966
O 11.35726 -30.34759 -8.72713
H 6.90980 -27.65190 -5.83613
H 6.04710 -29.31326 -7.20105
H 7.52386 -30.48290 -8.97763
H 10.78117 -28.23194 -7.22401
H 9.32843 -26.99887 -5.89158
C 3.87483 -33.34509 -11.36266
C 3.81735 -31.94048 -11.59601
C 4.47669 -31.13934 -10.61871
C 5.26720 -31.74725 -9.56648
C 5.21096 -33.11017 -9.31450
C 4.56723 -33.90926 -10.28441
N 5.87471 -30.82816 -8.52300
O 5.98312 -31.32876 -7.40696
O 6.26898 -29.77778 -8.84794
H 3.30528 -33.95569 -12.04763
H 3.24884 -31.51750 -12.41104
H 4.46737 -30.06248 -10.70055
H 5.79762 -33.56853 -8.53211
H 4.48763 -34.98372 -10.20968
C 7.74226 -27.34357 -11.31803
Br 9.33907 -27.25555 -12.50291
Br 8.20977 -26.54663 -9.55172
Br 7.27905 -29.19413 -11.04428
H 6.89863 -26.83642 -11.78622
*
```

As for the frontier orbital gap: 6.533 eV. The value obtained for the LUMO energy is 1.000 eV.



Below is C16H19ClNO3P in the gas phase, with properties calculated with the ωB97M-V functional and the def2-TZVPD basis.

ORCA input file:
```
! RIJCOSX wB97M-V def2-TZVPD def2/J DEFGRID3
* xyz 0 1
C 4.98152 3.38498 -2.83530
C 4.41029 2.06051 -2.10319
C 4.56766 2.20884 -0.50738
O 4.23574 1.15954 0.11940
C 2.95236 0.85279 0.10842
C 1.92976 1.84664 -0.14996
C 0.60778 1.60626 0.10580
C 0.36362 0.09812 0.80619
N -1.03944 -0.23357 0.80919
P -1.48965 -1.40258 2.21112
C -1.10386 -3.09370 1.42711
O -0.93800 -1.37661 3.42219
O -3.05851 -1.10722 2.14079
C -4.04539 -1.34725 0.97522
C -5.31260 -1.43411 1.43770
C -6.33761 -1.83924 0.56633
C -5.90071 -1.68922 -0.76047
Cl -6.99390 -2.27755 -1.99497
C -4.49270 -1.74610 -1.24444
C -3.52507 -1.35919 -0.08786
C 1.43194 -0.68021 1.24173
C 2.61285 -0.25226 0.96068
H 6.12190 3.52357 -2.59647
H 5.05493 3.24816 -3.78727
H 4.34664 4.35274 -2.61265
H 3.53881 1.76141 -2.39989
H 5.04596 1.45684 -2.26586
H 4.17339 3.25530 -0.32740
H 5.73008 2.39794 -0.12712
H 2.09831 2.71418 -0.72705
H -0.23447 2.02874 -0.11190
H -1.63412 0.46878 0.84045
H -0.48781 -3.45687 1.98735
H -0.59588 -2.78552 0.36486
H -2.00326 -3.61168 1.14073
H -5.61982 -1.42128 2.32946
H -7.38881 -1.83639 0.77832
H -4.26801 -1.58418 -2.13703
H -2.55635 -1.40350 -0.37857
H 1.27228 -1.59366 1.85277
H 3.55014 -0.89344 1.52898
*
```

Its SMILES is CCCOc1ccc(N[P@@](C)(=O)Oc2ccc(Cl)cc2)cc1. Its energy above the lowest of the compared OMol25 structures with the same formula, charge and spin is 1413.0 kJ/mol. As for the frontier orbital gap: 7.056 eV. The value obtained for the LUMO energy is -0.219 eV.



Below is a molecular structure, C16H19CsO5P, with properties calculated with the ωB97M-V functional and the def2-TZVPD basis.

ORCA input file:
```
! RIJCOSX wB97M-V def2-TZVPD def2/J DEFGRID3
* xyz 1 1
C 3.42873 -3.27275 0.30712
C 2.74884 -2.34276 -0.87112
O 3.37948 -1.02605 -1.05404
P 2.76871 0.16482 0.06065
O 3.19748 -0.30803 1.54131
C 0.85185 0.30493 0.10548
C 0.19738 0.87129 -1.31202
C -1.38747 0.33726 -1.29806
C -1.97446 -0.84491 -2.27547
C -3.56618 -1.34214 -2.14928
C -4.51284 -0.61356 -1.00547
C -3.92205 0.61316 -0.03515
C -2.35715 1.09461 -0.16635
C -4.96383 1.29907 1.07869
O -4.98468 2.60780 1.37401
C -6.03176 0.21253 1.76878
C -6.57544 -0.88754 0.87669
C -6.10711 -1.02977 -0.72261
O -6.93368 -1.45160 -1.69570
O 3.51489 1.73541 -0.15984
C 4.71843 1.89186 0.67131
C 4.41085 2.61151 2.14948
H 3.97789 -4.23021 -0.08139
H 2.55339 -3.55147 1.05164
H 4.21387 -2.65399 0.95952
H 1.57147 -2.25871 -0.73895
H 2.89661 -2.95294 -1.88639
H 0.48702 0.97402 1.02397
H 0.32686 -0.75201 0.28344
H 0.73574 0.47453 -2.27228
H 0.13715 2.03939 -1.22570
H -1.24503 -1.35396 -3.06653
H -3.98405 -2.21310 -2.84528
H -1.90001 1.95144 0.51912
H -6.31494 0.33429 2.90179
H -7.30992 -1.66067 1.38735
H 5.41211 2.67884 0.10196
H 5.37524 0.91712 0.77268
H 3.79385 1.88668 2.86943
H 5.41182 2.84607 2.73972
H 3.77084 3.58799 1.98457
Cs 4.19008 3.31151 -1.66706
*
```

As for the frontier orbital gap: 7.622 eV. The value obtained for the LUMO energy is -3.597 eV.



Below is a molecular structure, C16H19N3O2S, with properties calculated with the ωB97M-V functional and the def2-TZVPD basis.

ORCA input file:
```
! RIJCOSX wB97M-V def2-TZVPD def2/J DEFGRID3
* xyz 0 1
C 5.30441 1.03453 2.00237
C 4.71507 1.57734 0.67396
C 5.04268 0.88257 -0.61658
C 4.53656 -0.71782 -0.52423
C 3.07347 -1.04642 -0.17934
O 2.70362 -1.44713 1.09191
N 2.03950 -0.56036 -0.77041
C 0.71400 -0.34695 -0.86292
C 0.02913 0.86246 -1.07202
N -1.17672 0.96634 -0.84102
C -2.00319 0.17074 -0.41528
C -1.50207 -1.18986 -0.30292
C -0.01117 -1.66087 -0.47577
C 0.58568 -2.74243 -0.13570
H 1.21838 -3.08784 -1.13004
H -0.28379 -3.61689 0.02717
H 1.20031 -3.00454 0.78938
H -2.07479 -2.15600 0.17015
N -3.18857 0.37987 -0.36138
C -4.35734 -0.51366 0.14794
O -4.25307 -1.75304 0.16758
C -5.75588 0.19442 0.24150
C -6.03154 1.51668 -0.03829
C -7.47453 1.63118 0.23548
C -8.05733 0.58772 0.11502
S -6.90621 -0.89530 0.44293
H -9.09339 0.08730 0.52264
H -7.86948 2.69185 -0.07233
H -5.43753 2.17739 -0.21513
H -3.45783 1.20425 -0.42556
H 0.64696 1.82096 -1.35278
H 2.44718 0.12118 -1.81339
H 5.15693 -1.15989 0.23449
H 4.57875 -1.28625 -1.49723
H 5.92447 0.77742 -0.77950
H 4.42120 1.46690 -1.40078
H 3.50861 1.59401 0.67189
H 4.87103 2.64278 0.78595
H 4.82539 0.10838 2.20012
H 6.20774 1.06040 1.84212
H 5.18337 1.62860 2.91999
*
```

Its energy above the lowest of the compared OMol25 structures with the same formula, charge and spin is 1639.8 kJ/mol. As for the frontier orbital gap: 7.409 eV. The value obtained for the LUMO energy is -0.250 eV.



Below is C16H19NO3S in the gas phase, with properties calculated with the ωB97M-V functional and the def2-TZVPD basis.

ORCA input file:
```
! RIJCOSX wB97M-V def2-TZVPD def2/J DEFGRID3
* xyz 0 1
C 4.49039 -2.96324 3.35632
O 4.21123 -1.66504 3.82492
C 2.91804 -1.19178 3.54731
C 2.63211 -0.97096 2.05510
N 1.95711 -2.10286 1.44724
S 1.97044 -2.08597 -0.23667
O 1.58350 -3.40313 -0.64730
O 3.21615 -1.55425 -0.71873
C 0.66053 -0.92477 -0.55140
C -0.64425 -1.33078 -0.35233
C -1.67026 -0.42556 -0.54653
C -1.39444 0.88715 -0.93409
C -2.48665 1.85011 -1.13367
C -3.66786 1.46887 -1.76435
C -4.69261 2.37726 -1.95161
C -4.57520 3.68790 -1.50838
C -5.67961 4.67980 -1.70489
C -3.39595 4.06729 -0.87538
C -2.36553 3.16722 -0.69394
C -0.06727 1.27092 -1.12953
C 0.96082 0.36572 -0.93880
H 5.45834 -3.23212 3.77605
H 3.73514 -3.68041 3.70281
H 4.55571 -3.00173 2.26324
H 2.86089 -0.23733 4.07469
H 2.15766 -1.87268 3.95956
H 3.57476 -0.75352 1.53547
H 1.96669 -0.11218 1.92842
H 2.30442 -2.99714 1.76212
H -0.83095 -2.35012 -0.05543
H -2.69353 -0.72655 -0.37961
H -3.77382 0.45927 -2.13309
H -5.59781 2.06239 -2.45100
H -5.96303 5.12711 -0.75324
H -6.55499 4.20822 -2.14377
H -5.35184 5.48334 -2.36388
H -3.28864 5.08238 -0.52022
H -1.46570 3.47848 -0.18381
H 0.15452 2.27735 -1.45127
H 1.99362 0.63466 -1.09540
*
```

Its SMILES is COCCNS(=O)(=O)c1ccc(-c2ccc(C)cc2)cc1. Its energy above the lowest of the compared OMol25 structures with the same formula, charge and spin is 131.4 kJ/mol. As for the frontier orbital gap: 9.137 eV. The value obtained for the LUMO energy is 0.300 eV.



Results for F_max: 9.39; 13.63; 16.63; 8.75; 18.21; 0.95 (in eV/Å, following the order of the records).
Results for calculated total energy: -2661.320283; -10407.897791; -1702.709547; -1357.987769; -1333.479043; -1299.731489 (in Ha, following the order of the records).